No. 1
Computed, not measured: a 8-piece molecular cluster, C22H49Br14NO5PS2Si overall at a distorted geometry, with ωB97M-V/def2-TZVPD.

Bonds (Å) are listed after each position.
Positions of all 95 atoms, in Å:
1 C 4.6908 0.5894 -2.1984  C2 1.640, H19 1.171, H20 1.184, H21 1.193
2 C 3.4352 0.1261 -3.1457  C1 1.640, P3 1.917, H22 1.185, H23 1.193
3 P 3.5013 1.1510 -4.7645  C2 1.917, C4 1.948, S5 2.175
4 C 3.4839 3.0001 -4.1510  P3 1.948, H24 1.181, H25 1.176, H26 1.186
5 S 1.6723 0.8861 -5.9107  P3 2.175, O6 1.547, O7 1.579, N8 1.746
6 O 1.7899 -0.1743 -7.0312  S5 1.547
7 O 1.4605 2.2658 -6.6484  S5 1.579
8 N 0.2994 0.6970 -4.8490  S5 1.746, S9 1.746
9 S 0.0434 -0.9646 -4.3758  N8 1.746, O10 1.552, O11 1.579, C12 1.872
10 O -1.0399 -1.6144 -5.2770  S9 1.552
11 O 1.3288 -1.8646 -4.5482  S9 1.579
12 C -0.3425 -0.9676 -2.5441  S9 1.872, C13 1.637, H27 1.194, H28 1.179
13 C -1.9342 -0.9433 -2.1611  C12 1.637, O14 1.469, H29 1.186, H30 1.185
14 O -2.8167 -0.3397 -3.1691  C13 1.469, Si15 1.756
15 Si -2.8241 1.4149 -3.0997  O14 1.756, C16 1.964, C17 1.925, C18 1.955
16 C -2.6744 2.0194 -4.9627  Si15 1.964, H31 1.194, H32 1.170, H33 1.171
17 C -1.4494 2.2006 -2.0052  Si15 1.925, H34 1.188, H35 1.186, H36 1.184
18 C -4.5153 2.1687 -2.4711  Si15 1.955, H37 1.190, H38 1.190, H39 1.171
19 H 5.2565 -0.3720 -1.8407  C1 1.171
20 H 4.2318 1.2338 -1.3178  C1 1.184
21 H 5.4179 1.2265 -2.8971  C1 1.193
22 H 2.3711 0.2414 -2.6379  C2 1.185
23 H 3.5654 -1.0140 -3.4723  C2 1.193
24 H 3.6325 3.6924 -5.0960  C4 1.181
25 H 4.3752 3.2354 -3.4206  C4 1.176
26 H 2.4365 3.1612 -3.6195  C4 1.186
27 H 0.1186 -1.9785 -2.1076  C12 1.194
28 H 0.2602 -0.1010 -2.0198  C12 1.179
29 H -2.0369 -0.3799 -1.1230  C13 1.186
30 H -2.3192 -2.0491 -1.9776  C13 1.185
31 H -2.4801 1.0522 -5.6344  C16 1.194
32 H -3.7038 2.4561 -5.3084  C16 1.170
33 H -1.7535 2.7197 -5.1407  C16 1.171
34 H -1.5722 3.3794 -2.0907  C17 1.188
35 H -0.3531 1.9660 -2.3933  C17 1.186
36 H -1.6015 1.8495 -0.8852  C17 1.184
37 H -5.4252 1.8951 -3.1876  C18 1.190
38 H -4.3958 3.3494 -2.5575  C18 1.190
39 H -4.7237 1.9412 -1.3416  C18 1.171
40 Br 4.5830 -2.0218 0.2056  C41 1.950
41 C 4.2721 -3.7619 -0.6184  Br40 1.950, C42 1.511, H44 1.093, H45 1.094
42 C 3.2444 -3.6686 -1.7222  C41 1.511, Br43 1.951, H46 1.094, H47 1.093
43 Br 1.4384 -3.5409 -0.9966  C42 1.951
44 H 3.9864 -4.4483 0.1834  C41 1.093
45 H 5.2434 -4.0636 -1.0202  C41 1.094
46 H 3.2437 -4.5801 -2.3268  C42 1.094
47 H 3.3873 -2.8041 -2.3763  C42 1.093
48 Br -3.7302 3.7021 0.5957  C49 1.950
49 C -3.4965 3.0204 2.4080  Br48 1.950, C50 1.511, H52 1.093, H53 1.094
50 C -2.2867 2.1201 2.5020  C49 1.511, Br51 1.951, H54 1.094, H55 1.093
51 Br -2.6551 0.3607 1.7450  C50 1.951
52 H -4.4301 2.5228 2.6847  C49 1.093
53 H -3.3652 3.9093 3.0312  C49 1.094
54 H -2.0269 1.9306 3.5474  C50 1.094
55 H -1.4105 2.5148 1.9803  C50 1.093
56 Br 1.4560 -7.2852 0.5126  C57 1.950
57 C 1.6965 -6.4318 2.2498  Br56 1.950, C58 1.511, H60 1.093, H61 1.094
58 C 0.3666 -6.0848 2.8774  C57 1.511, Br59 1.951, H62 1.094, H63 1.093
59 Br -0.4092 -4.4953 2.0550  C58 1.951
60 H 2.3416 -5.5631 2.0920  C57 1.093
61 H 2.2291 -7.1689 2.8571  C57 1.094
62 H 0.4937 -5.8253 3.9323  C58 1.094
63 H -0.3756 -6.8831 2.7910  C58 1.093
64 Br -1.0302 -3.2776 5.7001  C65 1.950
65 C -0.7965 -3.9593 7.5124  Br64 1.950, C66 1.511, H68 1.093, H69 1.094
66 C 0.4133 -4.8595 7.6063  C65 1.511, Br67 1.951, H70 1.094, H71 1.093
67 Br 0.0449 -6.6190 6.8493  C66 1.951
68 H -1.7301 -4.4569 7.7891  C65 1.093
69 H -0.6652 -3.0703 8.1356  C65 1.094
70 H 0.6731 -5.0490 8.6518  C66 1.094
71 H 1.2895 -4.4649 7.0846  C66 1.093
72 Br 1.7560 -0.8432 3.8895  C73 1.950
73 C 1.9965 0.0102 5.6267  Br72 1.950, C74 1.511, H76 1.093, H77 1.094
74 C 0.6666 0.3572 6.2543  C73 1.511, Br75 1.951, H78 1.094, H79 1.093
75 Br -0.1092 1.9467 5.4319  C74 1.951
76 H 2.6416 0.8789 5.4690  C73 1.093
77 H 2.5291 -0.7269 6.2340  C73 1.094
78 H 0.7937 0.6167 7.3092  C74 1.094
79 H -0.0756 -0.4412 6.1679  C74 1.093
80 Br 3.7350 6.2478 -1.3849  C81 1.950
81 C 4.0081 7.5321 -2.8270  Br80 1.950, C82 1.511, H84 1.093, H85 1.094
82 C 2.7860 7.6311 -3.7099  C81 1.511, Br83 1.951, H86 1.094, H87 1.093
83 Br 2.6602 6.1029 -4.9155  C82 1.951
84 H 4.9081 7.2215 -3.3649  C81 1.093
85 H 4.2003 8.4851 -2.3261  C81 1.094
86 H 2.8528 8.5045 -4.3649  C82 1.094
87 H 1.8480 7.6734 -3.1496  C82 1.093
88 Br -5.9508 0.9827 4.4910  C89 1.950
89 C -7.2369 -0.2202 3.6526  Br88 1.950, C90 1.511, H92 1.093, H93 1.094
90 C -6.5870 -1.0439 2.5653  C89 1.511, Br91 1.951, H94 1.094, H95 1.093
91 Br -6.3169 0.0105 0.9467  C90 1.951
92 H -8.0643 0.3976 3.2929  C89 1.093
93 H -7.5942 -0.8630 4.4619  C89 1.094
94 H -7.2403 -1.8670 2.2621  C90 1.094
95 H -5.6111 -1.4464 2.8503  C90 1.093

The molar mass comes out at 1649.486 u. The value obtained for the HOMO energy is -4.98 eV. As for the charge: -1. The calculation puts the total energy at -38761.916531 Eh. Its frontier orbital gap is 0.2224 Ha.

These are the Löwdin partial charges, in e, on atoms 1 to 6: atom 1 (C): -0.22, atom 2 (C): -0.47, atom 3 (P): 0.81, atom 4 (C): -0.40, atom 5 (S): 0.45, atom 6 (O): -0.45

=====

No. 2
Computed, not measured: a 18-piece molecular cluster, C22H49Cl34NP overall at a distorted geometry, with ωB97M-V/def2-TZVPD.

Bonds (Å) are listed after each position.
Positions of all 107 atoms, in Å:
1 C 1.7031 0.1050 1.2872  C2 1.545, H8 1.084, H9 1.084, H10 1.079
2 C 0.3376 0.2749 0.5838  C1 1.545, C3 1.531, C4 1.548, H11 1.086
3 C -0.2854 1.6214 0.9595  C2 1.531, H12 1.082, H13 1.085, H14 1.084
4 C 0.5304 0.0428 -0.9341  C2 1.548, P5 1.837, H15 1.079, H16 1.077
5 P 0.3824 1.5419 -1.9847  C4 1.837, C6 1.848, H17 1.400, H18 1.408
6 C 1.9294 2.5154 -1.7131  P5 1.848, N7 1.470, H19 1.093, H20 1.070
7 N 1.6398 3.9569 -1.7110  C6 1.470, H21 1.012, H22 1.015
8 H 1.8968 -0.9457 1.4695  C1 1.084
9 H 2.4655 0.5213 0.6380  C1 1.084
10 H 1.7181 0.6249 2.2321  C1 1.079
11 H -0.3315 -0.5029 0.9410  C2 1.086
12 H -0.7025 1.5076 1.9514  C3 1.082
13 H -1.1097 1.9340 0.3270  C3 1.085
14 H 0.4694 2.3926 1.0676  C3 1.084
15 H 1.5310 -0.3292 -1.0889  C4 1.079
16 H -0.1273 -0.7408 -1.2719  C4 1.077
17 H -0.6659 2.4024 -1.6356  P5 1.400
18 H 0.2509 1.1068 -3.3172  P5 1.408
19 H 2.2369 2.2276 -0.7044  C6 1.093
20 H 2.6777 2.2342 -2.4250  C6 1.070
21 H 0.8665 4.1005 -1.0744  N7 1.012
22 H 2.4303 4.3816 -1.2368  N7 1.015
23 C 3.5534 -1.6127 -3.2915  Cl24 1.769, Cl25 1.774, H26 1.082, H27 1.086
24 Cl 2.4390 -0.2631 -3.5486  C23 1.769
25 Cl 3.3923 -2.2423 -1.6406  C23 1.774
26 H 3.3246 -2.4002 -3.9978  C23 1.082
27 H 4.5682 -1.2574 -3.4410  C23 1.086
28 C 4.9792 -4.5811 0.8275  Cl29 1.770, Cl30 1.770, H31 1.080, H32 1.084
29 Cl 5.2890 -6.2189 0.2309  C28 1.770
30 Cl 6.4792 -3.6871 1.1161  C28 1.770
31 H 4.3952 -4.0470 0.0921  C28 1.080
32 H 4.4299 -4.6513 1.7594  C28 1.084
33 C -1.9632 4.4808 2.9574  Cl34 1.771, Cl35 1.764, H36 1.087, H37 1.083
34 Cl -0.9818 4.7732 1.5127  C33 1.771
35 Cl -3.6497 4.9255 2.6901  C33 1.764
36 H -1.9114 3.4238 3.2048  C33 1.087
37 H -1.5680 5.0749 3.7717  C33 1.083
38 C -3.4577 -0.2155 -0.6158  Cl39 1.775, Cl40 1.763, H41 1.084, H42 1.084
39 Cl -2.4528 0.0905 -2.0465  C38 1.775
40 Cl -5.1373 0.2443 -0.8886  C38 1.763
41 H -3.4181 -1.2740 -0.3876  C38 1.084
42 H -3.0683 0.3598 0.2167  C38 1.084
43 C -8.6068 0.9156 -0.8786  Cl44 1.766, Cl45 1.766, H46 1.083, H47 1.083
44 Cl -9.6746 -0.4037 -0.3902  C43 1.766
45 Cl -8.9099 2.3818 0.0581  C43 1.766
46 H -7.5812 0.6094 -0.7149  C43 1.083
47 H -8.7724 1.1289 -1.9277  C43 1.083
48 C -2.2776 -2.1336 -5.2725  Cl49 1.766, Cl50 1.775, H51 1.074, H52 1.083
49 Cl -2.0538 -3.7749 -5.8843  C48 1.766
50 Cl -0.7198 -1.3052 -5.0764  C48 1.775
51 H -2.8802 -1.5826 -5.9701  C48 1.074
52 H -2.7701 -2.1816 -4.3087  C48 1.083
53 C 8.1150 -4.3041 4.7717  Cl54 1.768, Cl55 1.766, H56 1.083, H57 1.083
54 Cl 7.6460 -5.6248 5.8495  C53 1.768
55 Cl 9.8159 -3.8718 4.9727  C53 1.766
56 H 7.9526 -4.6163 3.7472  C53 1.083
57 H 7.5055 -3.4373 4.9970  C53 1.083
58 C -5.2838 0.3551 -5.5839  Cl59 1.768, Cl60 1.771, H61 1.083, H62 1.083
59 Cl -5.7433 -0.9635 -4.4990  C58 1.768
60 Cl -3.5495 0.7003 -5.4900  C58 1.771
61 H -5.5279 0.0729 -6.6008  C58 1.083
62 H -5.8312 1.2462 -5.3031  C58 1.083
63 C 0.1312 0.4837 5.8097  Cl64 1.773, Cl65 1.769, H66 1.084, H67 1.103
64 Cl -1.3777 1.2190 5.2385  C63 1.773
65 Cl 1.5078 1.5823 5.6437  C63 1.769
66 H 0.0165 0.2322 6.8576  C63 1.084
67 H 0.3237 -0.4313 5.2253  C63 1.103
68 C 5.7664 2.9446 -4.5285  Cl69 1.766, Cl70 1.771, H71 1.084, H72 1.083
69 Cl 6.9846 2.6627 -3.2816  C68 1.766
70 Cl 4.4099 1.8205 -4.3489  C68 1.771
71 H 5.4032 3.9620 -4.4410  C68 1.084
72 H 6.2156 2.7888 -5.5020  C68 1.083
73 C 3.9392 6.6345 -0.1534  Cl74 1.775, Cl75 1.761, H76 1.084, H77 1.084
74 Cl 4.5928 5.2009 -0.9717  C73 1.775
75 Cl 5.2238 7.6407 0.5084  C73 1.761
76 H 3.3726 7.2157 -0.8712  C73 1.084
77 H 3.2965 6.3101 0.6569  C73 1.084
78 C 2.7690 -2.8719 5.7020  Cl79 1.776, Cl80 1.774, H81 1.083, H82 1.083
79 Cl 3.8166 -2.4885 4.3201  C78 1.776
80 Cl 1.0626 -2.5021 5.3861  C78 1.774
81 H 2.8625 -3.9311 5.9078  C78 1.083
82 H 3.0876 -2.2947 6.5613  C78 1.083
83 C -7.4815 3.7427 3.2171  Cl84 1.768, Cl85 1.768, H86 1.082, H87 1.083
84 Cl -8.5995 5.1014 3.0473  C83 1.768
85 Cl -7.5907 2.9962 4.8155  C83 1.768
86 H -7.7218 2.9984 2.4688  C83 1.082
87 H -6.4711 4.1043 3.0720  C83 1.083
88 C 4.7373 -6.2677 -3.6605  Cl89 1.764, Cl90 1.773, H91 1.083, H92 1.083
89 Cl 3.6485 -7.5496 -3.1282  C88 1.764
90 Cl 4.3561 -4.7263 -2.8717  C88 1.773
91 H 5.7542 -6.5440 -3.4090  C88 1.083
92 H 4.6371 -6.1457 -4.7321  C88 1.083
93 C -3.8842 -2.0529 5.9896  Cl94 1.767, Cl95 1.774, H96 1.083, H97 1.083
94 Cl -4.0039 -0.4320 6.6838  C93 1.767
95 Cl -2.2914 -2.3670 5.2752  C93 1.774
96 H -4.0554 -2.7801 6.7735  C93 1.083
97 H -4.6369 -2.1545 5.2178  C93 1.083
98 C 8.3390 -0.3713 -4.7403  Cl99 1.771, Cl100 1.768, H101 1.081, H102 1.083
99 Cl 7.2757 -1.6706 -4.1777  C98 1.771
100 Cl 7.7933 0.2952 -6.2845  C98 1.768
101 H 8.3410 0.4188 -4.0021  C98 1.081
102 H 9.3385 -0.7689 -4.8667  C98 1.083
103 C -13.3423 -1.5132 0.7315  Cl104 1.766, Cl105 1.767, H106 1.083, H107 1.083
104 Cl -14.4603 -0.1576 0.5512  C103 1.766
105 Cl -13.4593 -2.2481 2.3344  C103 1.767
106 H -13.5793 -2.2625 -0.0139  C103 1.083
107 H -12.3322 -1.1497 0.5899  C103 1.083

The molar mass comes out at 1564.017 u. The value obtained for the HOMO energy is -11.96 eV. As for the charge: +1. The calculation puts the total energy at -16909.960881 Eh. Its frontier orbital gap is 0.3571 Ha.

These are the Löwdin partial charges, in e, on atoms 1 to 6: atom 1 (C): -0.05, atom 2 (C): -0.42, atom 3 (C): -0.15, atom 4 (C): -0.36, atom 5 (P): 1.02, atom 6 (C): -0.40